110
Properties=species:S:1:pos:R:3:forces:R:3 method="wB97M-V/def2-TZVPD" gap_ev=5.77 de_lowest_kj_mol=0.0 energy_ha=-35780.9225 total_charge=-1
C -3.426 0.227 -2.964 0.38 -0.24 0.15
C -2.267 1.105 -3.412 -0.28 -0.12 0.32
C -0.932 0.713 -2.750 -0.47 0.27 -0.39
C 0.055 0.223 -3.802 0.21 0.26 0.20
C 1.312 -0.533 -3.332 -0.12 0.24 -0.10
C 1.339 -0.991 -1.877 0.27 -0.22 -0.70
C 2.378 -2.090 -1.664 -0.29 -0.29 0.58
C 3.112 -2.020 -0.293 0.06 0.04 -0.54
C 4.401 -1.197 -0.449 0.20 0.38 0.53
C 4.513 -0.045 0.556 0.27 -0.03 -0.19
C 5.960 0.225 0.926 0.09 -0.11 0.18
C 6.174 1.294 2.003 0.10 0.08 0.15
C 5.066 2.317 2.099 -0.11 -0.07 -0.66
O 5.526 3.386 2.947 -1.22 0.52 1.24
C 4.543 4.065 3.637 -2.71 0.87 -2.41
C 4.950 4.339 5.056 -0.11 0.12 -0.28
O 3.447 4.440 3.121 4.02 -1.67 1.86
O 2.295 -1.451 0.687 -0.19 0.09 0.19
B 1.410 -2.503 1.158 -0.16 -0.34 -0.96
P 0.454 -2.068 2.807 0.00 0.42 -0.03
O 0.366 -3.548 3.578 0.37 0.09 -0.04
Br 2.041 -0.970 4.055 0.01 -0.18 0.12
O 2.204 -3.758 1.041 0.14 0.47 0.19
C 3.308 -3.479 0.220 -0.47 -0.14 0.44
C 4.571 -3.765 1.026 0.10 -0.04 -0.01
F 5.610 -4.130 0.164 -0.24 0.32 0.33
F 5.019 -2.680 1.750 -0.15 -0.70 -0.17
C 4.501 -4.932 2.024 -0.23 -0.03 0.39
F 3.792 -4.613 3.149 0.40 -0.35 -0.82
F 3.957 -6.043 1.423 0.17 0.59 0.35
H -3.704 0.420 -1.935 -0.12 0.18 0.18
H -4.297 0.351 -3.598 -0.21 -0.05 -0.06
H -3.090 -0.810 -2.978 -0.19 -0.24 -0.21
H -2.521 2.134 -3.169 0.03 0.26 -0.20
H -2.197 1.001 -4.490 0.18 0.26 -0.29
H -0.552 1.599 -2.253 0.34 -0.02 0.32
H -1.137 -0.040 -1.998 0.10 -0.11 0.20
H -0.499 -0.354 -4.538 -0.07 -0.34 -0.06
H 0.397 1.109 -4.332 -0.13 0.06 -0.29
H 1.467 -1.369 -4.011 0.03 -0.27 0.03
H 2.175 0.116 -3.488 0.21 0.06 -0.01
H 1.536 -0.133 -1.246 -0.08 0.09 0.31
H 0.383 -1.420 -1.608 -0.22 0.16 0.28
H 1.843 -3.038 -1.702 -0.07 -0.17 -0.10
H 3.102 -2.118 -2.474 0.26 0.05 -0.07
H 5.267 -1.830 -0.306 0.19 -0.17 -0.20
H 4.495 -0.791 -1.452 -0.13 0.04 -0.27
H 3.962 -0.285 1.459 -0.18 -0.01 0.00
H 4.074 0.841 0.102 -0.26 0.17 0.11
H 6.341 -0.707 1.331 0.26 -0.18 -0.06
H 6.561 0.444 0.045 0.01 0.15 -0.23
H 6.282 0.812 2.972 -0.09 -0.04 0.19
H 7.111 1.820 1.837 0.15 0.12 -0.09
H 4.799 2.700 1.117 0.06 0.26 -0.09
H 4.164 1.872 2.508 -0.14 0.04 0.18
H 5.397 3.457 5.497 0.06 -0.16 0.02
H 5.693 5.132 5.067 0.15 0.11 -0.02
H 4.088 4.655 5.626 -0.16 0.09 0.06
H 0.416 -2.616 0.390 -0.14 -0.06 0.28
H -0.498 -3.882 3.340 -0.38 -0.24 0.21
H 3.278 -4.175 -0.618 0.45 -0.15 -0.16
H 5.531 -5.167 2.316 -0.50 -0.11 0.03
Br 7.961 -5.141 2.562 0.41 0.00 0.08
C 9.053 -6.491 3.435 -0.02 0.16 -0.15
C 8.597 -7.880 3.077 -0.05 -0.12 0.15
Br 6.952 -8.357 3.994 0.00 0.02 -0.06
H 8.997 -6.300 4.501 0.00 -0.03 0.04
H 10.070 -6.325 3.087 0.01 -0.02 -0.02
H 9.335 -8.615 3.390 0.02 0.01 0.01
H 8.404 -7.986 2.015 0.01 0.02 -0.04
Br -4.485 -0.418 0.783 0.03 -0.02 0.02
C -6.352 0.028 1.059 0.15 -0.09 0.06
C -7.116 0.102 -0.233 -0.13 0.10 -0.04
Br -6.721 1.734 -1.216 0.06 0.03 -0.05
H -6.371 0.965 1.606 -0.03 0.03 0.01
H -6.757 -0.765 1.685 -0.05 0.00 -0.01
H -8.183 0.146 -0.036 0.03 -0.07 0.00
H -6.891 -0.724 -0.899 0.04 -0.02 -0.01
Br -10.418 2.380 -3.109 0.01 -0.04 0.01
C -9.264 3.880 -3.542 -0.11 -0.02 0.08
C -8.853 3.877 -4.990 0.18 -0.05 -0.03
Br -7.505 2.527 -5.359 -0.05 0.00 -0.01
H -8.415 3.816 -2.870 0.04 -0.01 0.01
H -9.845 4.771 -3.315 -0.01 0.02 -0.03
H -8.395 4.828 -5.252 0.00 0.03 0.03
H -9.687 3.678 -5.653 -0.05 0.01 -0.01
Br -2.202 5.401 2.849 -0.04 -0.04 0.06
C -1.617 3.825 3.837 0.12 0.09 -0.13
C -2.137 2.549 3.238 -0.06 -0.09 -0.02
Br -4.025 2.280 3.620 -0.09 0.08 0.03
H -1.948 3.965 4.859 0.00 -0.01 0.05
H -0.530 3.844 3.794 -0.02 -0.03 -0.02
H -1.629 1.693 3.670 0.07 -0.07 0.04
H -2.034 2.519 2.159 0.02 0.01 -0.03
Br -10.072 1.487 1.433 -0.06 0.07 0.00
C -11.448 0.127 1.605 0.05 0.16 0.03
C -11.109 -0.869 2.680 0.02 -0.16 -0.06
Br -9.714 -2.096 2.105 0.01 0.04 0.03
H -11.551 -0.338 0.631 -0.02 -0.04 -0.02
H -12.362 0.661 1.852 -0.01 -0.01 0.04
H -11.971 -1.490 2.909 -0.02 0.00 -0.02
H -10.751 -0.392 3.586 0.00 0.03 0.03
Br -0.445 2.556 -7.535 0.00 -0.01 0.06
C -0.086 3.991 -6.273 -0.06 -0.01 -0.15
C 1.387 4.286 -6.162 0.02 -0.06 0.19
Br 2.304 2.923 -5.129 0.17 0.07 -0.07
H -0.518 3.686 -5.326 0.01 -0.01 0.04
H -0.619 4.858 -6.656 0.01 0.03 0.00
H 1.544 5.219 -5.626 -0.03 0.02 0.01
H 1.874 4.334 -7.129 -0.02 0.01 -0.05